Record 1
A 2-piece molecular cluster, C17H29Br2IN2O8PS overall at a distorted geometry, computed with ωB97M-V with the def2-TZVPD basis set.

Structure (ORCA input):
```
! RIJCOSX wB97M-V def2-TZVPD def2/J DEFGRID3
* xyz -1 1
C -1.32929 -0.36258 1.69294
O -2.00959 1.52235 3.27489
C -1.62396 -1.76521 -2.63714
N -0.90212 -1.39789 -0.38279
H 0.10751 3.78581 0.53893
H 2.75278 -2.66852 2.56202
O 1.77795 -1.11033 -5.17961
O -2.50668 0.86425 -1.25422
H 0.83456 -1.37297 -3.33279
O 1.94750 2.03169 1.88779
C -2.02990 5.39854 0.84190
H 1.33665 -0.37635 -1.97079
H -2.36433 3.89036 2.32031
Br 3.43630 -0.02915 -0.06943
C -1.98033 3.92134 1.28863
C -1.59211 1.16295 1.98400
C -0.52386 -1.44514 -1.60697
H 0.97620 1.19261 -0.17462
H -1.81921 6.10454 1.65525
C -1.36780 -1.23160 2.96005
S -1.81644 -2.92586 2.44367
C 0.86693 -1.33513 -2.22600
H -1.05529 -3.30825 1.37316
H 1.27422 -2.21456 0.27599
C 3.29668 -2.06788 1.81851
O 1.54293 -3.18507 -6.04597
H 3.55012 -2.64231 0.91440
H -2.51696 1.31028 1.39977
H -3.22661 1.29581 -0.77796
H 4.21837 -2.16289 -4.89490
H 4.01733 -3.22506 -6.30026
H -2.48363 -2.20684 -2.10698
C 1.04445 -1.43352 1.02069
H -2.86448 1.12023 3.46155
H -1.23009 -2.55492 -3.30274
H -1.37677 5.63345 -0.01216
H 1.55485 -2.13558 -1.91070
H -3.06704 5.60014 0.52029
C 2.41209 -0.82442 1.39426
H 2.41755 -0.22639 2.31510
H -2.23889 -0.68824 1.15745
C 2.19568 -2.18589 -5.68101
H 4.06295 -1.46652 -6.52050
C 0.87775 1.68036 2.36300
C -0.00006 0.99884 0.29451
H -1.89273 -0.87888 -3.22231
C -0.51088 3.36324 1.33589
H -0.41490 -1.32022 3.50125
I 0.21191 4.47343 3.11769
C 3.72317 -2.27001 -5.86304
O -3.19936 -2.92291 2.01494
N -0.39739 1.86747 1.47855
C -0.16581 -0.54564 0.59577
Br 0.00554 1.71103 -3.01205
H -2.65694 3.30691 0.68133
O -1.66172 -3.81641 3.57055
H 4.22014 -1.65638 2.25487
P -1.11994 1.77387 -1.08244
H -2.19347 -0.94902 3.62586
O 0.77164 1.09572 3.44791
H 0.78056 -2.05062 1.90182
*
```

## Properties
calculated total energy = -205767.2544 eV
E_LUMO = 1.3 eV
HOMO energy = -4.56 eV
Kohn-Sham gap = 0.2166 Eh


Record 2
The molecule C6H8N4 at a distorted geometry, computed with ωB97M-V with the def2-TZVPD basis set.

Structure (ORCA input):
```
! RIJCOSX wB97M-V def2-TZVPD def2/J DEFGRID3
* xyz 0 1
C -1.11272 1.55420 -0.67501
H 2.05898 -2.32272 -2.31527
H 0.35146 -0.18804 2.03818
H -2.97543 2.93969 1.51678
H -1.43566 1.21281 2.53558
C -0.68545 0.81993 0.58070
H 1.37922 -3.56032 -1.26763
N -2.09454 2.46811 -0.30545
H 2.78387 -2.60083 -0.69835
N -0.72078 1.52776 -1.87408
H -0.02740 0.81397 -2.08184
C -2.25992 2.36426 0.95695
N 0.89555 -1.64164 -0.77664
C 1.13909 -0.99229 0.27814
C 1.84748 -2.57315 -1.27456
H 2.07005 -1.17749 0.84661
N -1.45533 1.44407 1.55669
C 0.24154 -0.08832 0.95919
*
```

## Properties
calculated total energy = -12310.4244 eV
ΔE to the lowest compared entry with this formula, charge and spin = 162.6 kJ/mol
E_LUMO = -0.3 eV
HOMO energy = -8.40 eV
Kohn-Sham gap = 0.2959 Eh
structure (SMILES) = [H]/N=C1/N=CN/C1=C/C=N/C


Record 3
The molecule C25H27N5O4S at a distorted geometry, computed with ωB97M-V with the def2-TZVPD basis set.

Structure (ORCA input):
```
! RIJCOSX wB97M-V def2-TZVPD def2/J DEFGRID3
* xyz 0 1
C 5.53259 -1.46043 -0.12523
N -1.03018 2.69881 -0.44538
H 3.83019 4.02891 0.64768
C -4.48818 -2.20790 -0.08976
S -1.06855 -2.22590 0.58073
H 7.16031 -0.03530 -0.10507
H 7.09003 -2.27501 1.13465
C 0.46807 4.44830 0.61013
C 1.86462 -0.86246 0.67498
H 5.92891 -1.97242 -1.00916
C -2.38143 -1.11201 0.98807
C 2.79755 3.79602 0.43556
H 5.66897 -1.72493 2.02344
C -0.69676 1.51812 -1.04728
O -3.07005 -0.77289 -2.33452
H 3.24746 1.92712 -0.54528
O -3.44656 0.60453 1.86680
N 0.57510 1.28025 -1.11616
H 5.60532 -3.23255 1.11229
H -0.52554 -0.19015 2.92760
C 1.80873 4.69018 0.84575
H -1.07410 -2.28838 -2.18144
N -0.18018 -1.32481 -0.52796
C -2.44666 2.94219 -0.43100
C 3.24072 -0.89038 0.77706
C 2.49038 2.62656 -0.23161
C -3.77583 -1.17251 0.68341
C 0.15103 3.27753 -0.05459
H 3.96532 -2.48781 -2.09250
N -1.83575 0.87546 -1.46329
H -3.26784 2.15123 -2.31058
H -2.68762 3.92440 -0.84536
C 6.07256 -0.02818 -0.12322
O -1.62536 -3.38344 -0.05353
H 3.70570 -0.44899 1.64582
C -2.24884 0.01683 1.75326
H -3.81842 1.26513 -0.88167
H -4.39426 -1.98486 -1.15299
H -5.54006 -2.21343 0.17973
C 4.02653 -1.45870 -0.21844
H -0.02534 -0.86846 -2.53687
C -1.08868 0.61017 2.45106
C 2.00311 -2.01026 -1.41745
C -2.97008 1.79412 -1.32008
H 1.27681 -0.41675 1.45671
C 1.23010 -1.40940 -0.43234
C -1.99787 -0.40258 -1.90598
H 1.53670 -2.47469 -2.27292
H 5.74548 0.50037 -1.01616
O -0.28422 -2.40392 1.76409
C 1.15211 2.36286 -0.48373
H -2.84560 2.88104 0.58804
H -4.02945 -3.17676 0.08782
H 5.71776 0.51611 0.74846
N -4.38000 -0.13886 1.20554
H -0.43006 1.12114 1.74951
H -1.43465 1.32267 3.19628
C 6.00357 -2.22061 1.11600
C -0.76633 -1.28813 -1.85169
C 3.38214 -2.02300 -1.30975
H -0.29700 5.13858 0.93138
H 2.09724 5.59298 1.36259
*
```

## Properties
calculated total energy = -52838.7150 eV
ΔE to the lowest compared entry with this formula, charge and spin = 236.3 kJ/mol
E_LUMO = 0.6 eV
HOMO energy = -8.42 eV
Kohn-Sham gap = 0.3307 Eh
structure (SMILES) = Cc1noc(C)c1S(=O)(=O)N(CC(=O)N1CCn2c1nc1ccccc12)c1ccc(C(C)C)cc1